The following is a quantum chemistry calculation of 20 unconnected molecules or ions with the total composition C23H82F3O21 at a distorted geometry, from the Open Molecules 2025 dataset.

Each line ends with the Mulliken charge.
Positions of all 129 atoms, in Å:
C  33.17812  0.42028  6.14663  2.05
C  33.14027  -0.97068  6.76399  -0.15
O  33.99820  -1.11397  7.83873  1.83
C  33.63650  -0.57511  9.06175  2.20
O  32.48488  -1.13460  9.53499  -0.26
C  34.67163  -0.98070  10.07347  -0.97
F  35.93350  -0.62669  9.58407  -0.33
F  34.40735  -0.43955  11.28626  0.03
F  34.67757  -2.34329  10.31244  -0.16
H  32.48347  0.37334  5.32765  -0.68
H  34.19578  0.67971  5.84753  -0.83
H  32.86925  1.04759  6.96944  -0.58
H  33.31527  -1.73018  5.99394  -0.44
H  32.13248  -1.16765  7.05084  -0.27
H  33.47304  0.49367  8.93555  -0.77
C  33.39166  -3.34865  2.88577  -0.34
O  32.11065  -3.77165  2.95533  -0.63
H  34.06146  -4.20913  2.86911  0.29
H  33.65828  -2.78256  3.77593  -0.23
H  33.60846  -2.81696  1.98613  0.43
H  31.72587  -3.44173  3.75344  0.38
C  33.71571  0.52868  14.01544  -0.48
O  32.52867  1.20523  13.65007  -0.65
H  33.70713  -0.47710  13.60275  0.09
H  34.03336  0.41760  15.05836  0.36
H  34.55600  1.00552  13.48458  0.18
H  32.49886  1.16390  12.67370  0.58
C  33.80465  -5.45523  10.78684  -0.17
O  32.68038  -5.50858  11.64196  -0.64
H  34.57502  -4.83903  11.19844  0.20
H  33.54842  -5.11869  9.83785  -0.19
H  34.29827  -6.41951  10.67159  0.42
H  32.42640  -4.68375  11.92937  0.45
C  36.08305  1.81278  7.72412  0.27
O  36.69516  2.94928  7.06611  -0.66
H  36.64073  1.41886  8.56048  0.33
H  36.13471  1.01442  6.99896  -0.05
H  35.11403  2.00841  7.98922  -0.48
H  36.60144  2.77145  6.09847  0.64
C  34.86669  2.48577  10.76089  -0.30
O  35.24786  3.85031  10.58863  -0.54
H  35.67222  1.79702  10.68363  0.20
H  34.19271  2.22124  9.94810  -0.31
H  34.37656  2.27739  11.67881  0.52
H  34.92012  4.31459  11.37056  0.35
C  33.39322  3.35243  4.56424  -0.20
O  33.91867  4.62382  4.39283  -0.65
H  33.95051  2.81419  5.32348  -0.25
H  33.22156  2.82282  3.60684  0.52
H  32.41006  3.54080  4.99108  0.12
H  34.47564  4.59170  3.62961  0.36
C  29.66333  -0.00700  8.12476  0.18
O  29.00748  1.17338  8.31703  -0.65
H  30.07081  -0.47797  9.04188  -0.18
H  30.49313  0.09273  7.44887  -0.50
H  28.98174  -0.71439  7.68989  0.63
H  28.18981  0.95408  8.76197  0.37
C  33.31380  0.18241  2.69575  0.11
O  34.09132  0.05984  1.52369  -0.53
H  32.95984  -0.78674  3.08174  -0.19
H  32.42480  0.73114  2.52720  0.88
H  33.85709  0.61986  3.53446  -0.59
H  33.58951  0.25367  0.75037  0.33
C  29.92885  3.75265  6.60905  -1.20
O  30.71610  2.58894  6.84477  0.29
H  30.33645  4.27132  5.77675  0.42
H  30.05001  4.41995  7.42835  0.33
H  28.87058  3.52119  6.43769  0.33
H  30.18462  2.18613  7.54072  -0.07
C  30.86312  -2.08864  11.95123  -0.15
O  31.94171  -2.91817  11.72546  -0.66
H  30.30311  -2.00225  11.00266  0.00
H  31.31871  -1.09706  12.26840  -0.14
H  30.21574  -2.41844  12.73426  0.49
H  32.34811  -2.54608  10.93002  0.16
C  36.40071  2.30189  3.06516  -0.75
O  36.39571  2.11112  4.48291  -0.50
H  36.79727  3.21382  2.69719  0.39
H  35.40037  2.16498  2.59370  0.17
H  36.99116  1.49240  2.67406  0.30
H  36.30685  1.15822  4.60377  0.26
C  28.82849  1.16888  4.60841  -0.96
O  30.21054  1.24245  4.61590  -0.24
H  28.46244  0.41659  3.92004  0.27
H  28.49289  2.14766  4.27514  0.33
H  28.44363  0.90871  5.56255  0.29
H  30.49440  1.65749  5.45292  0.29
C  31.55250  2.16338  10.25809  -0.41
O  32.04300  1.12169  11.07979  -0.42
H  31.80205  2.03057  9.21335  -0.23
H  31.97547  3.14389  10.50760  0.41
H  30.49597  2.31047  10.39367  0.42
H  32.09330  0.26718  10.58512  -0.14
C  36.13824  -1.65901  5.51745  -0.28
O  35.88622  -0.72258  4.52821  -0.58
H  37.07981  -2.19536  5.31231  0.48
H  35.23331  -2.34137  5.66489  0.02
H  36.23325  -1.12040  6.41205  -0.02
H  35.73451  -1.15408  3.66884  0.26
C  32.96640  -5.77312  5.80204  -0.86
O  33.73132  -4.61253  6.05110  -0.43
H  32.62188  -6.06271  6.81332  0.29
H  33.59326  -6.58977  5.42619  0.31
H  32.09926  -5.51846  5.24494  0.11
H  33.30993  -4.18916  6.78853  0.27
C  30.49166  -1.84354  4.68711  -0.51
O  30.95331  -3.01178  5.29452  -0.40
H  29.72712  -1.95891  3.92936  0.49
H  31.37154  -1.26688  4.34775  0.06
H  30.10752  -1.13263  5.38169  0.03
H  30.22868  -3.40148  5.79722  0.21
C  35.97129  -3.76893  8.15937  -0.19
O  36.27538  -4.48577  7.03824  -0.65
H  36.17169  -4.31011  9.08836  0.34
H  34.92943  -3.42049  8.01895  -0.27
H  36.55499  -2.85622  8.29187  0.21
H  35.46847  -4.53056  6.58133  0.50
C  33.16837  4.18797  7.75897  0.33
O  34.15153  4.91684  7.10926  -0.63
H  33.15186  3.22324  7.25043  -0.50
H  32.23043  4.71321  7.74749  0.34
H  33.50415  4.06504  8.79315  0.02
H  34.03260  4.88864  6.16436  0.45
C  31.07411  -3.77908  8.55999  -1.16
O  32.28425  -3.48346  7.96050  1.52
H  30.47916  -2.85985  8.64466  0.07
H  31.15726  -4.05625  9.58778  0.25
H  30.54408  -4.54854  8.03966  0.37
H  32.46913  -2.54624  8.23790  -1.20

The calculation puts the energy above the lowest of the compared OMol25 structures with the same formula, charge and spin at 9.0 kcal per mole. Its total charge is -1. Its gap between HOMO and LUMO is 8.400 eV. The calculation puts the total energy at -76323.98890 eV. As for the spin multiplicity: 1.